A 17-piece molecular cluster, C45H124O23 overall, computed with ωB97M-V/def2-TZVPD.

Positions of all 192 atoms, in Å:
C -3.34366 -1.34073 -3.91995
C -3.61823 -0.60831 -2.55580
O -3.32162 0.78264 -2.56671
O -3.62571 -2.66050 -3.75454
H -2.30289 -1.29154 -4.23172
H -3.97373 -0.88785 -4.67886
H -3.08154 -1.14515 -1.73799
H -4.69590 -0.73977 -2.32409
H -2.35497 0.87903 -2.50032
H -4.53591 -2.69277 -3.41939
C 1.67898 1.29637 -4.30481
C 0.31295 1.82787 -3.88027
O -0.49136 0.77513 -3.22329
O 1.51584 0.12338 -5.14749
H 2.34279 0.97605 -3.52060
H 2.15594 2.02946 -4.92759
H -0.25421 2.20324 -4.72723
H 0.49404 2.67299 -3.19123
H 0.14224 0.43978 -2.59881
H 1.81512 0.33699 -6.03506
C 0.68020 -2.85130 -3.72133
C -0.09377 -4.06671 -3.27133
O -1.31477 -3.79428 -2.56213
O -0.14316 -2.09300 -4.53550
H 1.51241 -3.28008 -4.30103
H 1.08735 -2.28680 -2.87123
H 0.59349 -4.56673 -2.58806
H -0.32753 -4.69616 -4.15621
H -2.00975 -3.49214 -3.18704
H 0.25014 -1.24176 -4.79130
C -0.77660 -6.26242 0.34673
C -0.22993 -6.34081 1.73924
O 0.33812 -5.10098 2.14741
O -1.45689 -5.00921 0.34861
H -1.43172 -7.08388 0.03436
H 0.04680 -6.20828 -0.39383
H 0.52553 -7.10273 1.89739
H -1.08582 -6.58951 2.42299
H -0.12925 -4.48278 1.56786
H -1.71122 -4.76159 -0.56076
C 4.16887 1.61933 -0.52721
C 4.05840 2.05372 0.89329
O 3.20047 1.18512 1.65866
O 2.92689 1.89168 -1.23659
H 4.37136 0.53934 -0.51457
H 4.92274 2.18313 -1.09593
H 3.55722 3.04069 0.96840
H 5.06257 2.16534 1.34186
H 3.73751 0.46647 2.03474
H 2.29564 1.11119 -1.11908
C 4.45594 -1.53389 -2.29887
C 4.96889 -2.22852 -3.50966
O 5.56926 -3.43387 -3.18030
O 3.40055 -2.19068 -1.60301
H 4.19973 -0.48991 -2.54662
H 5.29447 -1.45746 -1.58498
H 5.74086 -1.65870 -4.02265
H 4.19272 -2.39532 -4.29055
H 5.02007 -4.19222 -2.98509
H 3.47924 -3.16099 -1.79405
C -4.11667 2.71804 -0.09554
C -4.75834 1.63076 0.78030
C -4.07675 1.53313 2.09854
O -6.15897 2.02169 0.85041
H -3.06352 2.46405 -0.30409
H -4.15091 3.73554 0.34031
H -4.61076 2.60933 -1.08945
H -4.66058 0.68907 0.26153
H -3.01666 1.18922 1.93630
H -4.58694 0.90287 2.83608
H -4.10693 2.50572 2.54909
H -6.57700 1.47305 1.53158
C -0.48441 6.68101 0.11347
C -1.55471 6.03050 -0.74376
C -2.95745 6.26267 -0.25777
O -1.33045 6.56017 -2.04626
H -0.52417 6.39988 1.18457
H -0.59977 7.76843 -0.00688
H 0.48504 6.38850 -0.28819
H -1.42461 4.92380 -0.77057
H -3.13145 5.94471 0.81210
H -3.70689 5.69689 -0.82368
H -3.14580 7.31258 -0.30688
H -2.10528 6.26576 -2.57844
C 3.47385 -2.45065 1.85520
C 4.71839 -2.37728 2.68544
C 5.95382 -3.12648 2.16632
O 5.03876 -0.97420 2.72169
H 2.75656 -1.76596 2.32243
H 3.00378 -3.41878 1.93283
H 3.69277 -2.30326 0.77926
H 4.51010 -2.74080 3.70617
H 5.59617 -4.14745 2.00391
H 6.76205 -3.12806 2.91475
H 6.33650 -2.64505 1.23809
H 5.68989 -0.99816 3.43173
C -0.79370 3.31753 3.66732
C 0.42857 2.94838 2.85511
C 1.60325 3.86076 3.17708
O 0.72442 1.58238 3.01602
H -1.15034 4.33827 3.48969
H -0.53603 3.34764 4.76347
H -1.58010 2.59235 3.61126
H 0.08826 2.98049 1.79602
H 2.52326 3.48087 2.73156
H 1.76255 3.91978 4.26148
H 1.42874 4.87588 2.70349
H 1.61322 1.49112 2.60620
C -4.51980 -3.67612 0.21820
C -3.91838 -3.19409 1.53366
C -3.18403 -1.87341 1.35533
O -4.99396 -3.19062 2.50122
H -5.27421 -2.96782 -0.13928
H -5.02923 -4.57855 0.48679
H -3.80092 -3.81576 -0.60028
H -3.16253 -3.92514 1.82180
H -2.65552 -1.87888 0.40235
H -2.42810 -1.73511 2.13159
H -3.78481 -0.97221 1.43466
H -4.71168 -3.11932 3.41243
C 1.73310 5.13595 -3.14414
C 3.23312 4.92646 -3.06516
C 3.88395 5.34849 -1.74692
O 3.59752 3.57061 -3.32247
H 1.39606 6.21117 -3.07305
H 1.21396 4.72904 -2.27605
H 1.35373 4.72588 -4.07009
H 3.75607 5.50541 -3.83140
H 3.67387 4.56351 -1.03632
H 3.57122 6.31026 -1.40538
H 4.97324 5.39937 -1.89739
H 3.19054 2.94939 -2.67005
C -3.80765 3.93305 -6.02154
C -3.36013 3.09939 -4.83332
C -2.55188 3.92656 -3.86296
O -4.55546 2.58551 -4.25398
H -4.27026 4.88028 -5.70650
H -4.65671 3.50014 -6.61882
H -2.97224 4.18543 -6.70163
H -2.70799 2.26116 -5.11864
H -1.64354 4.45490 -4.22360
H -2.21072 3.25704 -3.03979
H -3.31031 4.59343 -3.37489
H -4.26016 1.93121 -3.63645
C 3.06555 -6.07933 0.30919
C 4.15402 -5.57709 -0.63485
C 5.30666 -6.57225 -0.84049
O 3.55654 -5.22074 -1.91472
H 2.70287 -7.07022 0.03324
H 2.22614 -5.42296 0.33936
H 3.51625 -6.23739 1.33117
H 4.64364 -4.68676 -0.26737
H 4.93141 -7.49223 -1.28415
H 5.81713 -6.77711 0.09990
H 6.09901 -6.14309 -1.46752
H 3.02901 -5.95286 -2.27857
C -5.18670 0.98024 5.89666
C -3.77022 1.53337 5.92263
C -3.11683 1.36196 7.26688
O -2.99560 0.85448 4.88535
H -5.87442 1.46554 6.57902
H -5.19562 -0.07577 6.15272
H -5.66956 1.00169 4.93550
H -3.86375 2.54552 5.59809
H -3.66098 1.77115 8.13709
H -2.13418 1.78666 7.32166
H -2.96739 0.31052 7.49086
H -2.07450 0.85051 5.16484
C -0.63563 0.36034 0.27293
C 0.52888 -0.59787 0.16822
C 0.17135 -2.05687 0.33196
O 1.17929 -0.32747 -1.13938
H -1.07742 0.34244 1.30265
H -1.44334 0.11887 -0.43025
H -0.30147 1.38957 0.14232
H 1.29076 -0.34047 0.93839
H -0.58460 -2.37830 -0.37277
H -0.15882 -2.23216 1.33710
H 1.08211 -2.67754 0.15164
H 1.86297 -1.00119 -1.27209
C -0.43250 -1.43308 3.79577
C 0.08117 -1.02066 5.14339
C 1.49897 -1.22501 5.36062
O -0.16551 0.37400 5.31480
H -1.50111 -1.26764 3.75776
H -0.27989 -2.51488 3.58164
H 0.06626 -0.82088 3.04858
H -0.49509 -1.54655 5.91933
H 2.12156 -0.52102 4.79097
H 1.85649 -2.25639 5.15373
H 1.68304 -0.98439 6.39907
H 0.22189 0.86027 4.57301

Atoms 1-6, force components in eV/Å:
C 0.6 2.6 0.9
C 0.2 -0.6 -0.3
O 0.1 -0.6 0.2
O -1.2 -2.3 0.4
H 0.1 0.4 0.1
H -0.1 0.3 -0.3

Results
HOMO	-9.58	eV

One molecule with the formula C11H14N2S, computed with ωB97M-V/def2-TZVPD.

Positions of all 28 atoms, in Å:
C -0.17041 1.36800 -1.05188
C -3.32301 0.17077 -1.09819
C -1.90682 -0.26780 -1.15122
C -3.81802 0.26035 0.08165
C -1.43231 -0.61972 0.26260
C 2.16828 2.11687 0.08567
C 1.01957 2.65973 0.87478
C 0.74644 1.65253 -0.20702
C 1.15912 -1.60286 -1.15953
C 1.82663 -1.99407 1.28943
C -0.29642 -1.11245 0.76995
N -1.15233 0.84119 -1.57038
N 0.80939 -1.75960 0.30666
S -2.74814 -0.02786 1.45016
H -3.76990 0.21459 -2.05507
H -1.73984 -1.12234 -1.85917
H -4.84128 0.51469 0.50629
H 2.51266 2.77663 -0.67996
H 2.84371 1.55125 0.52209
H 0.99390 2.24763 1.82126
H 0.90207 3.70968 0.95387
H 1.73350 -2.45481 -1.48148
H 0.34512 -1.27829 -1.71578
H 1.84431 -0.69845 -1.28491
H 1.33247 -2.21198 2.28590
H 2.47735 -2.80896 1.00637
H 2.62316 -1.15947 1.22669
H -0.13919 -0.96523 1.87121

Atoms 1-6, force components in eV/Å:
C -2.3 -2.1 -0.5
C 0.8 -1.3 -1.9
C 1.2 -2.0 1.5
C -2.5 0.8 4.1
C -1.5 -0.2 0.7
C -4.0 2.2 -2.6

Results
energy relative to the best compared isomer or geometry (same formula, charge and spin)	650.7	kJ/mol
HOMO	-7.03	eV

C22H24Br2N5O2SYb as an isolated structure, computed with ωB97M-V/def2-TZVPD.

Positions of all 57 atoms, in Å:
Yb -0.12198 -0.45492 0.88537
Br -0.48366 0.77870 3.44269
C -1.11140 -1.02561 4.02041
Br -1.40243 -2.31837 2.46970
H -2.09431 -0.92662 4.49046
H -0.46081 -1.45762 4.75149
O 0.16629 -1.49585 -1.13991
C 0.55559 -1.15806 -2.35008
C 0.16431 -2.07824 -3.33253
C 0.66133 -2.01336 -4.63047
C 1.58640 -1.01161 -4.95243
C 2.07624 -0.15793 -3.96786
C 1.46205 -0.01340 -2.71958
C 1.51013 1.17984 -1.91617
N 0.63907 1.52710 -0.91130
C 0.88521 2.84020 -0.71041
C 1.96434 3.31401 -1.48102
N 2.32801 2.26407 -2.21084
H -0.50458 -2.86022 -2.99912
H 0.35093 -2.74766 -5.37520
H 2.00542 -0.85540 -5.92237
H 2.90324 0.54000 -4.21550
H 0.34654 3.41104 0.04036
H 2.44575 4.28885 -1.51525
H 2.98339 2.27855 -2.97219
C 5.94968 2.12713 2.49181
C 4.71720 1.67932 3.26481
C 4.05098 0.55669 2.48553
N 2.74180 0.47551 2.42786
N 2.31281 -0.37646 1.43977
C 3.29352 -0.98656 0.76845
N 3.04396 -1.90226 -0.18720
S 4.84156 -0.48100 1.29058
H 6.45790 3.03357 2.88916
H 5.66933 2.29120 1.45286
H 6.73273 1.37588 2.46914
H 4.04907 2.51938 3.41656
H 4.99487 1.26743 4.24747
H 2.08061 -2.00677 -0.46935
H 3.75828 -2.27419 -0.74797
C -3.33189 0.17852 -1.71201
C -3.27488 -0.07061 -0.22955
O -2.19599 0.08607 0.43462
C -4.46792 -0.50919 0.50780
C -4.66349 -0.24999 1.89346
C -5.88884 -0.54422 2.47589
C -6.86897 -1.30621 1.79873
C -6.68096 -1.53759 0.44212
C -5.54011 -1.09633 -0.18366
H -2.39443 0.60790 -2.07870
H -4.11739 0.87593 -1.95648
H -3.53710 -0.75801 -2.22413
H -3.89094 0.20210 2.43962
H -5.99956 -0.26037 3.51802
H -7.80130 -1.60336 2.29948
H -7.48965 -2.03988 -0.17111
H -5.40591 -1.12113 -1.27182

Atoms 1-6, force components in eV/Å:
Yb 1.5 0.8 -4.2
Br -0.3 -1.1 0.6
C -1.2 0.3 -0.6
Br 0.3 0.4 1.5
H 0.1 0.2 -0.5
H 0.9 -0.2 -0.1

Results
energy relative to the best compared isomer or geometry (same formula, charge and spin)	58.8	kJ/mol
HOMO (spin up / spin down)	-12.31 / -12.30	eV
expectation value of S²	0.75
multiplicity	2
net charge	+2

C6H12AuO4 as an isolated structure, computed with ωB97M-V/def2-TZVPD.

Positions of all 23 atoms, in Å:
C -1.39236 -1.34632 -0.72452
H -1.33822 -1.30551 -1.81717
H -1.50996 -0.43374 -0.12957
H -1.12901 -2.30790 -0.26773
O -3.14127 -1.60356 -0.75167
C -3.71194 -2.58770 -0.30424
H -4.81222 -2.59897 -0.29371
H -3.13858 -3.40625 0.16245
O 0.69647 -1.02293 -0.79663
C 1.48314 -1.20698 0.41403
C 1.14079 -0.11124 1.38768
O 1.78977 1.11545 0.91007
C 1.01868 2.22519 0.46731
C 1.84085 2.89304 -0.64019
O 2.23717 1.98589 -1.61600
Au 2.23543 0.24266 -0.85342
H 1.33820 -2.20376 0.86608
H 1.52898 -0.32265 2.39579
H 0.05747 0.11290 1.45325
H 0.81115 2.92252 1.29635
H 0.05691 1.86750 0.05922
H 2.71600 3.38002 -0.15817
H 1.22252 3.71234 -1.05921

Atoms 1-6, force components in eV/Å:
C -0.5 -0.4 -0.3
H 0.3 0.3 0.7
H 0.4 -0.6 -0.5
H 0.1 0.7 -0.1
O -0.6 -0.3 0.0
C 0.3 0.4 0.4

Results
energy relative to the best compared isomer or geometry (same formula, charge and spin)	85.3	kJ/mol
HOMO (spin up / spin down)	-11.11 / -12.33	eV
expectation value of S²	2.01
multiplicity	3
net charge	+1

| no. | F_max (hartree/bohr) |
| --- | --- |
| 1 | 0.05474 |
| 2 | 0.10198 |
| 3 | 0.08733 |
| 4 | 0.10353 |